(1)
{"formula": "C5H9NO", "method": "ωB97M-V/def2-TZVPD", "symbols": ["O", "C", "C", "C", "C", "N", "C", "H", "H", "H", "H", "H", "H", "H", "H", "H"], "xyz": [[-2.44500, -0.93710, 0.79964], [-1.45498, -0.74721, -0.09805], [-0.87709, 0.64508, -0.38710], [0.55746, 0.35045, 0.01906], [1.76969, 0.63551, -0.78664], [1.46528, 1.39141, 0.43701], [0.24923, -0.85894, 0.86054], [-2.11818, -0.54753, 1.62542], [-1.75564, -1.30301, -1.00394], [-1.33861, 1.37982, 0.27888], [-1.02699, 0.96143, -1.42373], [1.72313, 1.22267, -1.70296], [2.57259, -0.10165, -0.77025], [2.02816, 1.07326, 1.22220], [-0.35677, -1.49863, -0.00880], [1.00773, -1.66555, 0.93874]], "mulliken_charge": [-0.540, 0.117, -0.875, 1.182, -0.533, -0.689, -1.126, 0.468, 0.424, 0.233, 0.329, 0.250, 0.256, 0.254, 0.013, 0.237], "total_energy_ha": -325.7016, "orbital_gap_ev": 8.729, "e_lumo_ev": 0.8, "e_above_lowest_kj_mol": 619.6, "charge": 0}



(2)
{"formula": "C34H55AsBClN6PdS3", "method": "ωB97M-V/def2-TZVPD", "symbols": ["Pd", "C", "C", "C", "C", "N", "C", "C", "N", "B", "N", "C", "C", "N", "C", "S", "C", "C", "C", "C", "N", "C", "C", "N", "C", "S", "C", "C", "C", "C", "C", "S", "H", "H", "H", "H", "H", "H", "H", "H", "H", "H", "H", "H", "H", "H", "H", "H", "H", "H", "H", "H", "H", "H", "H", "H", "H", "H", "H", "H", "H", "H", "H", "H", "H", "H", "Cl", "C", "C", "C", "C", "C", "C", "C", "H", "H", "H", "H", "H", "H", "C", "C", "As", "C", "C", "C", "C", "H", "H", "H", "H", "H", "H", "H", "H", "H", "H", "H", "H", "H", "H", "H"], "xyz": [[-15.74864, 9.70177, -7.43273], [-10.91019, 7.50353, -9.75182], [-10.32595, 8.27859, -8.59906], [-10.59556, 7.57421, -7.21231], [-8.84546, 8.63964, -8.89650], [-11.18264, 9.66810, -8.49037], [-10.72744, 10.90811, -8.94716], [-11.71864, 11.82904, -8.78186], [-12.75247, 11.22605, -8.04972], [-14.15860, 11.98696, -7.88932], [-14.67564, 12.28970, -9.31781], [-14.21417, 13.38651, -10.04949], [-14.61327, 13.25027, -11.37297], [-15.16075, 11.94518, -11.48550], [-15.29156, 11.39666, -10.22319], [-15.87796, 9.85430, -9.78858], [-15.58427, 11.32205, -12.79157], [-17.11103, 11.28293, -12.81039], [-15.05974, 12.23883, -13.86565], [-15.01441, 9.86211, -13.02148], [-13.95001, 13.29703, -7.04964], [-12.73971, 13.68936, -6.54538], [-12.89299, 14.97250, -6.08298], [-14.14478, 15.44408, -6.49433], [-14.87270, 14.37804, -6.96304], [-16.41694, 14.40106, -7.52316], [-14.40836, 16.89962, -6.83914], [-13.45203, 17.79852, -6.04577], [-15.91600, 17.32146, -6.62317], [-14.11804, 17.22529, -8.29691], [-12.45399, 9.87731, -7.96387], [-13.51046, 8.68335, -7.41618], [-10.30928, 6.63002, -9.97894], [-10.88109, 8.18957, -10.64292], [-11.93400, 7.27182, -9.49992], [-9.79246, 6.86375, -6.95849], [-11.52488, 7.08120, -7.05440], [-10.70162, 8.39521, -6.48895], [-8.23170, 7.76168, -9.13354], [-8.50462, 9.13914, -7.97863], [-8.81539, 9.26263, -9.81498], [-9.81066, 11.01420, -9.46893], [-11.80917, 12.85707, -9.05160], [-15.00630, 11.34246, -7.22345], [-13.81645, 14.24659, -9.63839], [-14.32066, 13.87461, -12.19226], [-17.44662, 12.29228, -12.64319], [-17.50273, 10.63733, -12.07260], [-17.40057, 10.96073, -13.79914], [-15.66708, 13.17257, -13.90653], [-15.26660, 11.70966, -14.83362], [-14.00829, 12.37785, -13.81969], [-15.47919, 9.18434, -12.36151], [-13.94128, 9.90335, -12.94847], [-15.31006, 9.65366, -14.03251], [-11.85021, 13.03095, -6.60989], [-12.21081, 15.61720, -5.55210], [-13.34650, 17.45620, -5.01862], [-13.82715, 18.83117, -5.95381], [-12.43305, 17.85323, -6.41964], [-16.24525, 17.17761, -5.57443], [-16.43765, 16.67882, -7.33601], [-15.95533, 18.36644, -6.85839], [-13.14256, 16.82799, -8.63964], [-14.10978, 18.30884, -8.35023], [-14.89454, 16.77982, -8.96082], [-12.87130, 10.34154, -4.10534], [-13.92345, 8.96231, -4.00904], [-13.37620, 7.90519, -3.27421], [-14.18112, 6.81563, -2.98449], [-15.39896, 6.70326, -3.62003], [-15.98951, 7.83163, -4.21558], [-15.23171, 8.92418, -4.55957], [-15.78067, 9.99931, -5.32879], [-12.46338, 8.18071, -2.74980], [-13.84457, 5.90902, -2.43679], [-16.09418, 5.86330, -3.54554], [-17.00049, 7.78017, -4.45554], [-15.09926, 10.83921, -5.36286], [-16.82692, 10.29532, -5.02898], [-19.56241, 9.77533, -4.63064], [-19.11949, 10.65771, -5.83834], [-18.17862, 9.61287, -7.23652], [-19.29636, 10.40354, -8.68653], [-18.99420, 11.86729, -8.89360], [-18.82680, 7.70009, -7.44075], [-20.33026, 7.47732, -7.19791], [-19.57064, 10.34389, -3.66520], [-18.86583, 8.88993, -4.48504], [-20.60533, 9.43779, -4.83375], [-18.43250, 11.47205, -5.62013], [-20.05434, 11.13445, -6.21109], [-20.26596, 10.24687, -8.17309], [-19.23812, 9.83687, -9.64922], [-19.82725, 12.55134, -9.04380], [-18.28622, 11.88590, -9.74038], [-18.39577, 12.26327, -8.06474], [-18.20212, 7.11297, -6.69372], [-18.51161, 7.31807, -8.42432], [-20.86540, 8.16137, -6.52050], [-20.49270, 6.41853, -6.87678], [-20.86223, 7.61262, -8.15045]], "lowdin_spin": [0.934, 0.004, 0.002, 0.007, 0.000, 0.071, 0.057, 0.069, 0.060, 0.055, 0.016, 0.006, 0.011, 0.005, 0.022, 0.148, 0.001, 0.002, 0.000, 0.003, 0.102, 0.118, 0.135, 0.087, 0.004, 0.511, 0.005, 0.000, 0.002, 0.007, 0.009, 0.536, 0.000, 0.000, 0.003, 0.000, 0.003, 0.001, 0.000, 0.000, 0.000, 0.003, 0.002, 0.025, 0.000, 0.001, 0.000, 0.002, 0.000, 0.000, 0.000, 0.000, 0.003, 0.000, 0.000, 0.005, 0.005, 0.000, 0.000, 0.000, 0.001, 0.001, 0.000, 0.000, 0.000, 0.002, 0.023, 0.083, -0.006, 0.092, -0.014, 0.090, 0.067, 0.347, -0.002, 0.005, -0.003, 0.004, 0.016, 0.015, 0.002, 0.023, 0.125, 0.014, 0.001, 0.045, 0.012, 0.001, 0.000, 0.000, 0.000, 0.003, 0.003, 0.000, 0.000, 0.000, 0.000, 0.000, 0.000, 0.001, 0.003, 0.000], "total_energy_ha": -5699.7507, "s2": 6.068, "orbital_gap_ev": [5.848, 4.359], "multiplicity": 5, "e_lumo_ev": [-4.5, -8.2], "e_above_lowest_kj_mol": 107.0, "charge": 2}



Question: What is the formula in the first record?
Answer: C5H9NO